P.
Formula: C3H5N3
Source: the Open Molecules 2025 dataset
Level of theory: ωB97M-V with the def2-TZVPD basis set

Geometry (Å):
N -1.937 -0.020 -0.160
C -0.521 -0.008 -0.084
C 0.397 1.103 -0.020
N 1.618 0.785 0.033
N 1.750 -0.449 -0.150
C 0.438 -0.951 -0.112
H -1.925 1.085 -0.047
H -2.475 -0.698 0.458
H -0.135 2.028 -0.163
H 2.593 -0.834 -0.123
H 0.198 -2.041 0.369

E_HOMO ... -8.4771 eV
Structure (SMILES) ... Nc1cn[nH]c1
Gap between HOMO and LUMO ... 0.34920 Eh
Multiplicity ... 1

Atom charges from the Löwdin analysis, given in e for atoms 1 to 5: N 0.06; C -0.37; C -0.16; N -0.01; N 0.00

***

Q.
Formula: C3H5N3
Source: the Open Molecules 2025 dataset
Level of theory: ωB97M-V with the def2-TZVPD basis set

Geometry (Å):
N 1.582 -0.096 0.949
C 0.399 -0.093 0.203
C -0.603 0.879 0.317
C -1.678 0.265 -0.423
N -1.333 -0.872 -0.982
N -0.031 -1.056 -0.628
H 1.379 0.371 1.827
H 2.417 0.304 0.543
H 0.102 1.527 -0.252
H -2.721 0.569 -0.484
H 0.488 -1.798 -1.068

E_HOMO ... -8.6322 eV
Structure (SMILES) ... Nc1ccn[nH]1
Gap between HOMO and LUMO ... 0.34728 Eh
Multiplicity ... 1

Atom charges from the Löwdin analysis, given in e for atoms 1 to 5: N 0.11; C -0.43; C -0.10; C -0.18; N 0.03

***

R.
Formula: C3H5N3
Source: the Open Molecules 2025 dataset
Level of theory: ωB97M-V with the def2-TZVPD basis set

Geometry (Å):
C -0.076 -1.693 0.606
C -0.423 -0.435 0.320
C 0.287 0.275 -0.776
N 0.293 1.593 -0.193
N -0.703 1.666 0.744
N -1.173 0.537 1.047
H -0.654 -2.435 1.130
H 0.926 -1.980 0.300
H 1.199 -0.313 -0.910
H -0.262 0.227 -1.732
H 0.453 2.457 -0.689

E_HOMO ... -8.8058 eV
Structure (SMILES) ... C=C1CNN=N1
Gap between HOMO and LUMO ... 0.34233 Eh
Multiplicity ... 1

Atom charges from the Löwdin analysis, given in e for atoms 1 to 5: C 0.07; C -0.36; C -0.17; N -0.04; N -0.01

***

S.
Formula: C3H5N3
Source: the Open Molecules 2025 dataset
Level of theory: ωB97M-V with the def2-TZVPD basis set

Geometry (Å):
N -2.008 -0.320 -0.022
C -0.648 -0.133 -0.248
C 0.116 1.067 -0.171
C 1.361 0.564 0.138
N 1.380 -0.764 -0.066
N 0.148 -1.249 -0.359
H -2.537 0.252 0.632
H -2.161 -1.307 0.110
H -0.055 2.109 -0.458
H 2.145 0.997 0.732
H 2.259 -1.214 -0.288

E_HOMO ... -7.9923 eV
Structure (SMILES) ... Nc1cc[nH]n1
Gap between HOMO and LUMO ... 0.33581 Eh
Multiplicity ... 1

Atom charges from the Löwdin analysis, given in e for atoms 1 to 5: N 0.08; C -0.40; C -0.04; C -0.15; N -0.07

***

Which structure wins on stability? S wins.

***

P.
Formula: C3H5N3
Source: the Open Molecules 2025 dataset
Level of theory: ωB97M-V with the def2-TZVPD basis set

Geometry (Å):
C -1.750 -0.107 -0.008
N -0.339 0.046 -0.081
N 0.305 -1.065 -0.049
C 1.591 -0.752 0.062
C 1.593 0.647 -0.087
N 0.352 1.064 -0.054
H -2.244 -0.200 0.965
H -1.892 -0.580 -1.009
H -2.220 0.953 0.091
H 2.280 -1.426 0.010
H 2.324 1.419 0.161

E_HOMO ... -9.8034 eV
Structure (SMILES) ... Cn1nccn1
Gap between HOMO and LUMO ... 0.39832 Eh
Multiplicity ... 1

Atom charges from the Löwdin analysis, given in e for atoms 1 to 5: C -0.03; N -0.34; N 0.08; C -0.09; C -0.14

***

Q.
Formula: C3H5N3
Source: the Open Molecules 2025 dataset
Level of theory: ωB97M-V with the def2-TZVPD basis set

Geometry (Å):
N 1.529 -0.808 0.037
C 0.242 -0.127 0.003
C -0.535 0.657 -0.813
N -1.629 0.862 -0.040
N -1.575 0.262 1.182
C -0.399 -0.373 1.240
H 2.363 -0.218 0.031
H 1.654 -1.590 -0.609
H -0.453 1.079 -1.807
H -2.447 1.399 -0.283
H 1.250 -1.142 1.059

E_HOMO ... -7.4862 eV
Gap between HOMO and LUMO ... 0.28512 Eh
Multiplicity ... 1

Atom charges from the Löwdin analysis, given in e for atoms 1 to 5: N 0.13; C -0.39; C -0.08; N -0.07; N -0.03

***

Which structure wins on stability? P wins.

***

P.
Formula: C3H5N3
Source: the Open Molecules 2025 dataset
Level of theory: ωB97M-V with the def2-TZVPD basis set

Geometry (Å):
C -1.733 0.033 0.013
C -0.242 -0.115 0.017
C 0.819 0.719 -0.247
N 1.905 -0.061 -0.012
N 1.557 -1.288 0.370
N 0.267 -1.329 0.385
H -2.167 -0.698 -0.676
H -2.095 1.026 -0.262
H -2.110 -0.206 1.013
H 0.914 1.744 -0.579
H 2.886 0.176 -0.020

E_HOMO ... -9.5260 eV
Structure (SMILES) ... Cc1c[nH]nn1
Gap between HOMO and LUMO ... 0.38288 Eh
Multiplicity ... 1

Atom charges from the Löwdin analysis, given in e for atoms 1 to 5: C -0.05; C -0.35; C -0.05; N -0.02; N -0.02

***

Q.
Formula: C3H5N3
Source: the Open Molecules 2025 dataset
Level of theory: ωB97M-V with the def2-TZVPD basis set

Geometry (Å):
C -0.824 -0.599 1.586
C -0.475 -0.036 0.179
N -0.220 1.191 -0.237
C 0.798 1.143 -1.172
N 0.861 -0.089 -1.531
N 0.239 -0.971 -0.457
H -1.915 -0.878 1.705
H 0.003 -1.405 1.855
H -0.828 0.222 2.250
H 1.092 2.068 -1.811
H 1.268 -0.647 -2.367

E_HOMO ... -9.6779 eV
Structure (SMILES) ... Cc1nc[nH]n1
Gap between HOMO and LUMO ... 0.38860 Eh
Multiplicity ... 1

Atom charges from the Löwdin analysis, given in e for atoms 1 to 5: C -0.05; C -0.46; N 0.05; C -0.20; N 0.00

***

Which structure wins on stability? P wins.

***

P.
Formula: C9H14O
Source: the Open Molecules 2025 dataset
Level of theory: ωB97M-V with the def2-TZVPD basis set

Geometry (Å):
C 4.008 -1.787 0.253
C 2.611 -1.210 0.206
C 2.481 0.183 0.337
C 1.247 0.786 0.446
C 0.149 -0.070 0.363
O -1.095 0.554 0.435
C 0.200 -1.440 0.194
C 1.483 -1.982 0.059
H 4.481 -1.442 1.179
H 4.672 -1.437 -0.537
H 3.977 -2.876 0.246
H 3.363 0.811 0.294
H 1.082 1.811 0.742
H -1.761 -0.001 0.835
H -0.729 -1.990 0.190
H 1.604 -3.029 -0.209
C -3.904 1.092 -0.289
C -3.105 2.248 -0.876
H -4.841 0.955 -0.837
H -3.417 0.149 -0.553
H -4.014 1.216 0.786
H -3.591 3.201 -1.069
H -2.740 1.822 -1.823
H -2.161 2.436 -0.373

E_HOMO ... -8.4540 eV
Structure (SMILES) ... Cc1ccc(O)cc1.CC
Gap between HOMO and LUMO ... 0.34383 Eh
Multiplicity ... 1

Atom charges from the Löwdin analysis, given in e for atoms 1 to 5: C -0.06; C -0.29; C -0.05; C -0.01; C -0.30

***

Q.
Formula: C9H14O
Source: the Open Molecules 2025 dataset
Level of theory: ωB97M-V with the def2-TZVPD basis set

Geometry (Å):
C 1.005 2.718 0.963
C 1.097 1.457 0.138
C 1.571 0.273 0.691
C 1.682 -0.876 -0.052
C 1.334 -0.913 -1.372
O 1.436 -2.071 -2.074
C 0.874 0.276 -1.957
C 0.733 1.437 -1.213
H 1.088 2.432 1.984
H 0.055 3.137 0.786
H 1.785 3.451 0.784
H 1.850 0.246 1.711
H 2.054 -1.795 0.416
H 1.237 -1.926 -3.042
H 0.556 0.305 -2.959
H 0.367 2.327 -1.641
C -1.728 -1.484 0.435
C -2.933 -1.110 1.300
H -1.977 -2.283 -0.290
H -1.480 -0.626 -0.138
H -0.921 -1.811 1.059
H -3.710 -0.736 0.642
H -3.311 -2.076 1.757
H -2.666 -0.353 2.073

E_HOMO ... -8.3714 eV
Structure (SMILES) ... Cc1ccc(O)cc1.CC
Gap between HOMO and LUMO ... 0.33811 Eh
Multiplicity ... 1

Atom charges from the Löwdin analysis, given in e for atoms 1 to 5: C -0.04; C -0.27; C -0.05; C -0.05; C -0.35

***

R.
Formula: C9H14O
Source: the Open Molecules 2025 dataset
Level of theory: ωB97M-V with the def2-TZVPD basis set

Geometry (Å):
C -0.726 -2.127 0.883
C -1.262 -0.791 0.547
C -1.880 -0.335 -0.660
C -2.452 0.874 -0.799
C -2.191 1.883 0.123
O -2.265 3.235 -0.169
C -1.588 1.599 1.396
C -1.081 0.218 1.463
H 0.349 -2.162 0.772
H -1.039 -2.701 -0.032
H -1.232 -2.513 1.729
H -1.736 -1.057 -1.470
H -3.280 0.859 -1.541
H -2.041 3.251 -1.054
H -1.477 2.415 2.170
H -0.638 0.170 2.506
C 3.703 0.066 -1.029
C 2.448 -0.710 -0.449
H 4.309 -0.490 -1.794
H 3.466 1.005 -1.401
H 4.403 0.161 -0.221
H 1.617 -0.160 0.033
H 2.781 -1.377 0.249
H 1.810 -1.311 -1.253

E_HOMO ... -8.3954 eV
Structure (SMILES) ... Cc1ccc(O)cc1.CC
Gap between HOMO and LUMO ... 0.34017 Eh
Multiplicity ... 1

Atom charges from the Löwdin analysis, given in e for atoms 1 to 5: C -0.05; C -0.32; C -0.06; C -0.06; C -0.30

***

S.
Formula: C9H14O
Source: the Open Molecules 2025 dataset
Level of theory: ωB97M-V with the def2-TZVPD basis set

Geometry (Å):
C -3.209 0.592 0.723
C -1.835 0.599 0.101
C -0.755 1.088 0.850
C 0.552 1.016 0.418
C 0.747 0.595 -0.902
O 1.949 0.871 -1.514
C -0.279 0.135 -1.692
C -1.564 0.104 -1.159
H -3.265 1.276 1.567
H -3.483 -0.407 1.062
H -3.948 0.878 -0.029
H -0.986 1.545 1.802
H 1.361 1.443 0.995
H 2.663 0.962 -0.875
H -0.091 -0.228 -2.691
H -2.398 -0.308 -1.725
C 1.328 -2.266 1.736
C 2.269 -1.707 0.684
H 1.144 -3.337 1.613
H 1.788 -2.179 2.725
H 0.399 -1.701 1.764
H 3.118 -2.352 0.472
H 1.794 -1.539 -0.280
H 2.725 -0.776 1.036

E_HOMO ... -8.3564 eV
Structure (SMILES) ... Cc1ccc(O)cc1.CC
Gap between HOMO and LUMO ... 0.34118 Eh
Multiplicity ... 1

Atom charges from the Löwdin analysis, given in e for atoms 1 to 5: C -0.06; C -0.29; C -0.05; C -0.04; C -0.36

***

Which structure wins on stability? S wins.